No. 1
Here is a molecular structure, C30H47BrN2O5SiTi from the OMol25 dataset. Energies are from wB97M-V/def2-TZVPD.

The geometry in XYZ format:
```
87
Properties=species:S:1:pos:R:3:forces:R:3:lowdin_spin:R:1
Ti -0.361974 -2.511969 1.336630 0.508 0.211 0.082 0.94
C 2.129515 -1.673106 3.267332 -0.033 0.053 0.002 0.00
C 2.694295 -0.458645 2.894562 0.005 0.009 -0.001 0.00
C 3.714296 -0.431965 1.958030 0.005 -0.007 0.005 0.00
C 4.169123 -1.615052 1.387923 0.004 -0.003 0.002 0.00
C 3.601250 -2.824689 1.751485 -0.009 -0.005 -0.006 0.00
C 2.579099 -2.854829 2.693705 0.003 -0.079 -0.062 0.00
H 1.350337 -1.708935 4.015577 0.016 -0.020 0.018 0.00
H 2.335577 0.464750 3.332057 -0.003 0.000 0.003 0.00
H 4.151313 0.512300 1.660527 -0.001 0.001 0.006 0.00
H 4.960060 -1.587248 0.649481 -0.001 -0.007 0.000 0.00
H 3.947025 -3.746401 1.301038 0.001 0.001 -0.002 0.00
H 2.146791 -3.801761 2.991641 0.005 0.021 0.043 0.00
O -2.536700 -4.083553 3.900278 -0.001 0.058 0.074 0.00
C -1.925808 -3.111336 3.544049 0.131 -0.321 -0.041 0.00
O -0.655808 -3.155136 3.113290 -0.408 0.006 -0.042 -0.01
C -2.535628 -1.713148 3.559650 0.054 0.130 -0.039 0.00
C -1.427276 -0.662070 3.684163 -0.066 -0.067 0.040 0.00
C -1.988067 0.724313 3.979853 0.011 0.015 -0.036 0.00
C -2.571482 1.133536 2.607263 -0.007 -0.017 0.017 0.00
C -2.290384 -0.112026 1.776821 -0.015 0.039 0.007 0.00
O -1.001576 -0.557288 2.296450 0.042 0.051 -0.072 0.01
C -3.212084 -1.268825 2.206721 0.020 0.006 0.001 0.00
C -3.284411 -2.305443 1.085708 -0.098 -0.022 -0.033 0.01
O -4.346588 -2.712914 0.686093 0.026 -0.004 -0.016 0.00
O -2.121931 -2.650210 0.564519 -0.129 -0.112 0.140 0.03
H -3.255179 -1.682677 4.374733 -0.005 0.004 -0.002 0.00
H -0.586934 -0.965759 4.297269 0.007 0.008 -0.007 0.00
H -2.735048 0.687806 4.771564 0.007 -0.003 0.008 0.00
H -1.192699 1.400347 4.289531 -0.007 0.004 0.006 0.00
H -3.636274 1.358486 2.639333 -0.002 -0.003 -0.008 0.00
H -2.048719 1.994911 2.199752 0.008 0.011 -0.028 0.00
H -2.202235 0.038794 0.703094 0.017 -0.016 -0.004 0.00
H -4.229651 -0.931275 2.386202 -0.002 0.001 0.000 0.00
C -0.426028 -4.316252 -1.739419 -0.024 -0.023 0.000 0.00
C -0.028648 -5.045967 -0.508108 0.043 0.002 0.023 0.01
N 0.087010 -4.547976 0.711422 -0.068 0.031 -0.074 0.00
C 0.437450 -5.591825 1.545850 0.027 0.022 0.016 0.00
C 0.558203 -6.725529 0.817104 -0.019 -0.005 0.015 0.00
N 0.261930 -6.361511 -0.479064 -0.009 -0.009 0.006 0.00
H -1.269101 -3.663759 -1.515232 0.002 0.002 -0.013 0.00
H -0.719236 -5.020267 -2.517803 0.000 0.006 0.002 0.00
H 0.392976 -3.697689 -2.104479 0.014 0.009 0.008 0.00
H 0.526744 -5.448477 2.608033 0.007 -0.006 -0.004 0.00
H 0.797535 -7.735180 1.095315 -0.003 -0.002 -0.003 0.00
H 0.230480 -6.972835 -1.275646 -0.002 0.006 -0.010 0.00
C 0.486707 2.511121 0.877290 -0.009 0.013 -0.018 0.02
C 1.149575 2.824904 -0.474415 0.082 0.058 0.006 0.07
C 1.324785 4.346555 -0.598313 -0.019 -0.016 -0.005 0.02
C 2.548467 2.191694 -0.424514 -0.042 0.021 0.003 0.00
Si 0.097386 2.087112 -1.919790 -0.029 -0.099 0.018 0.52
Br 0.988369 -1.306459 -0.339116 -0.081 -0.028 -0.032 0.04
C 1.113878 1.849052 -3.547008 0.037 0.000 -0.039 0.08
C 2.071089 0.654831 -3.396219 -0.025 0.009 0.004 0.01
C 0.201727 1.508677 -4.734373 0.030 0.007 0.036 0.01
C 1.929977 3.098419 -3.914984 -0.007 -0.035 0.018 0.02
C -1.569919 3.028096 -2.192135 -0.046 0.093 -0.027 0.08
C -2.563783 2.131258 -2.949287 0.028 0.025 0.015 0.02
C -2.235522 3.358864 -0.849765 0.003 -0.002 -0.027 0.01
C -1.390823 4.344742 -2.965719 0.002 -0.028 0.037 0.02
H 1.138443 2.867544 1.684546 0.002 -0.002 0.017 0.00
H 0.344984 1.435793 1.011000 0.006 -0.010 0.012 0.01
H -0.476674 3.008774 0.994265 0.101 -0.057 0.008 0.00
H 1.943485 4.712071 0.230012 0.007 -0.001 0.007 0.01
H 0.373361 4.876685 -0.550509 -0.017 0.016 0.017 0.00
H 1.820554 4.629737 -1.529178 -0.019 0.004 0.029 0.00
H 3.075421 2.583534 0.453753 0.011 0.007 0.009 0.00
H 3.153815 2.436595 -1.297730 -0.017 0.002 0.011 0.00
H 2.496566 1.106319 -0.324365 0.019 0.023 -0.014 0.00
H 1.523558 -0.263931 -3.178363 0.014 0.002 -0.009 0.00
H 2.807100 0.792549 -2.607280 0.004 -0.007 0.009 0.00
H 2.614523 0.513345 -4.337576 0.009 -0.006 -0.001 0.00
H -0.410134 0.626800 -4.532945 -0.008 0.008 -0.005 0.00
H 0.827541 1.284353 -5.605105 -0.003 -0.001 -0.009 0.00
H -0.457612 2.329646 -5.013220 -0.007 0.032 0.004 0.00
H 2.679898 3.339735 -3.160457 -0.012 -0.010 -0.023 0.00
H 1.296663 3.976176 -4.052618 -0.005 0.027 -0.003 0.00
H 2.460860 2.923143 -4.858192 0.004 -0.005 -0.003 0.01
H -2.735251 1.192463 -2.417661 -0.005 -0.007 0.002 0.01
H -2.233342 1.887939 -3.955891 -0.013 -0.003 -0.004 0.00
H -3.525524 2.649711 -3.033678 -0.007 -0.003 0.001 0.00
H -2.396019 2.459015 -0.250682 0.008 -0.001 0.032 0.00
H -3.216842 3.807778 -1.038385 -0.007 0.001 0.000 0.00
H -1.659778 4.069111 -0.257089 -0.018 0.027 -0.022 0.00
H -1.007681 4.184987 -3.973217 0.015 -0.024 -0.032 0.00
H -0.712028 5.029787 -2.453473 -0.026 -0.007 -0.039 0.00
H -2.359365 4.849738 -3.061910 -0.008 -0.001 -0.004 0.01
```
Forces are in eV/Å.

Computed properties:
LUMO (alpha / beta)	0.365 / 0.078	eV
frontier orbital gap (alpha / beta)	6.760 / 9.318	eV
HOMO (alpha / beta)	-6.4 / -9.2	eV
energy	-146130.7777	eV
<S²>	2.00
multiplicity	3

---

No. 2
Here is a molecular structure, C30H47Cl3N3O6SiTl from the OMol25 dataset. Energies are from wB97M-V/def2-TZVPD.

The geometry in XYZ format:
```
91
Properties=species:S:1:pos:R:3:forces:R:3:mulliken_charge:R:1
C -2.475385 0.185523 -5.217458 -0.197 -0.145 -0.167 -1.49
C -1.395177 -0.449319 -4.394924 1.100 -0.972 -0.185 0.09
H -2.527001 -0.211186 -6.241902 0.176 0.346 0.300 0.50
H -2.281781 1.266091 -5.227725 -0.290 -0.144 -0.260 0.05
H -3.468515 0.021101 -4.767379 0.304 0.120 -0.042 0.32
C -0.493964 -1.318534 -4.893476 -1.006 0.591 0.435 0.93
C -0.608982 -1.917446 -6.258489 0.069 -0.479 -0.658 -1.81
H 0.262304 -1.733171 -4.225804 -0.258 0.134 -0.305 0.17
H -0.329283 -1.267302 -7.101316 0.099 -0.033 0.331 0.34
H -1.640842 -2.247944 -6.474053 0.351 0.141 0.191 0.43
H 0.017387 -2.816775 -6.307046 -0.085 0.203 -0.151 0.40
Tl 0.975950 1.221060 2.268191 -1.427 -0.071 0.059 0.68
Cl -0.221952 3.841714 -1.022009 0.792 0.567 0.288 -0.34
C 1.021612 -2.611445 1.651314 0.832 -0.389 0.299 0.04
O 2.245111 -2.516766 1.474943 -1.130 -0.461 -0.005 -0.70
N 0.514606 -3.216623 2.743652 0.374 0.115 -0.152 0.34
C 1.483620 -3.744676 3.673161 0.308 -0.288 0.086 -0.89
C -0.853600 -3.680888 2.754849 -0.363 0.055 -0.249 -0.69
H 0.252393 -2.197516 0.974819 0.296 -0.299 0.229 0.41
H 2.242878 -2.982660 3.894955 -0.274 -0.243 -0.019 0.27
H 2.009414 -4.610264 3.245243 -0.017 0.105 0.125 0.30
H 0.974439 -4.057329 4.582191 0.023 0.073 0.057 0.30
H -1.527254 -2.834711 2.580518 0.075 -0.196 0.127 0.14
H -1.064945 -4.135788 3.724742 -0.062 0.121 -0.143 0.33
H -1.020875 -4.424514 1.962070 -0.035 0.002 0.281 0.22
H 0.533434 4.414282 6.157974 -0.153 -0.170 -0.011 0.33
H -1.390237 5.834003 4.721392 -0.059 0.084 0.049 0.34
C 0.741134 4.039930 5.149355 0.328 -0.098 0.052 -0.96
C -0.971890 5.269489 3.885552 -0.231 0.112 0.010 -1.01
N -0.444812 4.000106 4.320555 -0.145 -0.318 0.239 0.36
H 1.188744 3.046451 5.216143 -0.147 0.124 0.070 0.28
C -1.271567 2.921692 4.358112 0.243 -0.657 0.247 0.02
O -0.972967 1.826470 4.836512 -0.065 0.961 -0.389 -0.64
H -1.751392 5.080735 3.152182 -0.038 0.167 -0.081 0.33
H -2.256710 3.113230 3.885206 0.297 -0.133 0.077 0.29
H 1.465255 4.727405 4.716669 0.047 -0.028 -0.182 0.34
H -0.186728 5.872890 3.436860 0.047 -0.046 -0.142 0.32
H 2.793946 -0.418606 -4.932962 0.027 -0.005 0.163 0.30
H 2.447717 -2.722215 -4.204798 0.162 -0.068 0.266 0.24
C 3.379852 -0.203191 -4.032762 0.095 0.033 -0.030 -1.01
C 3.118548 -2.531692 -3.354455 -0.238 0.171 0.217 -0.80
N 2.994574 -1.124417 -2.971363 0.683 0.472 0.121 0.53
H 3.183068 0.824136 -3.707295 0.171 -0.286 -0.112 0.24
C 3.397707 -0.746920 -1.689126 0.776 0.193 -0.395 -0.52
O 4.052911 0.255747 -1.436797 -0.942 -0.890 -0.406 -0.61
H 2.828959 -3.170475 -2.509295 0.163 0.152 -0.289 0.22
H 3.043466 -1.447516 -0.913343 0.321 -0.060 -0.133 0.81
H 4.449243 -0.312678 -4.276634 -0.208 0.165 0.031 0.34
H 4.153346 -2.767452 -3.662310 -0.314 0.020 0.127 0.32
O -0.728926 0.995584 -2.470009 0.741 -1.402 -0.693 -0.32
C -1.482536 -0.120805 -2.915472 -0.839 0.377 0.958 0.22
C -0.023457 -1.943461 -1.920877 0.399 -0.402 -0.157 0.72
C -1.267524 -1.316549 -1.990352 -0.074 -0.452 -0.156 0.24
H 0.851686 -1.416750 -2.333140 -0.539 -0.391 0.269 0.79
C 0.111570 -3.254842 -1.426568 0.016 0.732 0.058 -1.20
H -2.539238 0.144317 -2.826816 -0.191 -0.008 0.403 0.09
C -2.362479 -1.945144 -1.371047 0.288 -0.085 -0.365 -0.50
H 1.091030 -3.745794 -1.476395 -0.485 0.184 0.206 0.03
C -0.991892 -3.901898 -0.871666 -0.207 0.168 -0.534 -0.58
C -2.229884 -3.240908 -0.856483 0.124 -0.014 0.464 -0.91
H -3.327082 -1.427582 -1.337747 0.267 -0.287 -0.098 0.38
H -0.882393 -4.924965 -0.503032 -0.177 0.341 -0.074 0.49
H -3.099477 -3.743471 -0.416404 0.346 0.266 -0.158 0.41
Si -0.969181 2.627387 -2.608217 -2.596 -0.856 2.780 1.22
Cl 1.508844 -0.170501 0.431566 0.015 1.292 -0.646 -0.25
C 0.966407 2.492310 -3.104743 3.521 -0.235 -0.672 -1.14
C -2.598514 2.475482 -1.413902 -0.249 0.103 -0.696 -1.50
C -1.518798 3.554354 -4.102824 0.260 0.927 -1.133 -1.47
H 1.512791 1.909387 -2.331985 -0.836 0.424 -0.192 0.25
H 1.499505 3.444788 -3.223318 -0.632 0.068 0.006 0.49
H 1.017790 1.898075 -4.030783 -0.600 0.275 0.190 0.34
H -0.986880 3.229162 -5.004992 -0.074 0.022 0.142 0.40
H -1.264244 4.623401 -3.969469 -0.042 -0.460 0.086 0.38
H -2.588650 3.510856 -4.301915 -0.041 -0.185 0.224 0.37
H -2.254759 1.992140 -0.482140 0.106 0.293 -0.483 0.17
H -3.388001 1.836244 -1.856662 0.235 0.385 0.059 0.39
H -3.000755 3.472198 -1.183158 -0.011 -0.296 -0.079 0.53
Cl -7.376806 1.386882 4.397528 -0.492 0.040 0.195 -0.22
C -5.826389 1.013424 3.766853 1.205 -0.386 -0.730 0.42
C -4.872021 0.382912 4.582698 -0.103 0.377 -0.850 -0.79
C -3.587963 0.157302 4.071090 -0.279 0.107 0.124 -0.06
C -3.254912 0.558472 2.772285 -0.340 -0.089 0.053 -0.06
C -4.242117 1.111610 1.942160 0.078 0.151 0.100 0.10
C -5.533948 1.336566 2.424462 0.276 -0.396 0.702 -0.86
C -1.802198 0.463567 2.350999 -0.135 -0.743 0.317 0.75
O -1.150321 -0.573612 2.647033 -0.142 1.978 -0.397 -0.77
O -1.356580 1.531301 1.780321 0.750 -0.699 0.558 -0.48
H -5.144263 0.087791 5.588232 0.094 0.074 -0.025 0.41
H -2.826754 -0.282139 4.717088 -0.169 0.115 -0.306 0.42
H -3.983728 1.395608 0.914541 -0.118 -0.096 0.458 0.36
H -6.315508 1.739764 1.787118 0.174 0.035 0.123 0.42
```
Forces are in eV/Å.

Computed properties:
LUMO (alpha / beta)	-3.371 / -3.095	eV
frontier orbital gap (alpha / beta)	5.162 / 5.455	eV
HOMO (alpha / beta)	-8.5 / -8.6	eV
energy	-98764.2945	eV

---

> Which of these has the highest energy?

C30H47Cl3N3O6SiTl

---

> Among the records above, which one has the highest energy?

C30H47Cl3N3O6SiTl

---

> energy of number 2 (C30H47Cl3N3O6SiTl)?

-98764.2945 eV